1.
Molecular formula: C4HF3
Method: DFT, wB97M-V/def2-TZVPD

The geometry in XYZ format:
```
8
Properties=species:S:1:pos:R:3:mulliken_spin:R:1
C 0.4882 0.0816 -2.5690 0.773
C -0.2054 0.2846 -1.5032 0.502
C -0.7108 0.2658 -0.1986 0.631
C 0.3489 -0.1176 0.7864 0.003
F 1.4437 0.5049 0.6489 0.009
F -0.1584 0.2163 1.9798 0.010
F 0.5345 -1.4328 0.6795 0.022
H -1.7408 0.1972 0.1762 0.050
```

Computed properties:
- Electronic energy: -12310.0721 eV
- Spin multiplicity: 3
- Strongest force on any atom: 3.5 eV/Å
- HOMO-LUMO gap (alpha / beta): 10.20 / 7.50 eV
- HOMO (alpha / beta): -0.34408 / -0.41022 hartree
- ΔE to the lowest compared entry with this formula, charge and spin: 0.00 kcal/mol
- ⟨S²⟩: 2.0263
- LUMO level (alpha / beta): 0.84 / -3.66 eV



2.
Molecular formula: C5H7FS2
Method: DFT, wB97M-V/def2-TZVPD

The geometry in XYZ format:
```
15
Properties=species:S:1:pos:R:3:mulliken_charge:R:1
C 1.2892 1.6761 -0.9741 -1.221
C 1.5878 0.3869 -0.3303 -0.219
C 0.8696 0.3132 1.0833 -0.604
S -0.1295 1.4781 1.9499 -0.209
C 0.4121 -0.6326 0.0071 1.220
F 0.5938 -1.9517 0.1922 -0.310
C -0.8804 -0.3961 -0.7538 -0.569
S -1.7986 -1.3566 -1.6564 -0.215
H 1.0522 1.8155 -2.1853 0.257
H 2.3207 2.1996 -1.0330 0.344
H 0.6052 2.5163 -0.2231 0.210
H 2.5558 -0.0253 -0.3247 0.484
H 1.6176 -0.1460 1.8740 0.315
H -1.0951 0.6078 2.2100 0.138
H -1.2210 0.5679 -0.9363 0.378
```

Computed properties:
- Electronic energy: -29682.6149 eV
- Strongest force on any atom: 5.5 eV/Å
- HOMO-LUMO gap: 8.38 eV
- Structure (SMILES): C[C@H]1[C@@H](S)[C@@]1(F)C=S
- HOMO: -0.32160 hartree
- ΔE to the lowest compared entry with this formula, charge and spin: 77.19 kcal/mol
- LUMO level: -0.37 eV



3.
Molecular formula: C5H9NO
Method: DFT, wB97M-V/def2-TZVPD

The geometry in XYZ format:
```
16
Properties=species:S:1:pos:R:3:mulliken_charge:R:1
C 2.0702 -0.2247 1.3040 -1.012
C 1.3624 0.6736 0.3023 0.359
O 1.8493 1.7413 -0.0227 -0.528
C 0.2057 0.2855 -0.6705 -0.069
C -0.8608 0.9532 0.0708 -0.418
N -1.0214 -0.4285 -0.2181 -0.262
C -2.1103 -1.0707 -0.9955 -0.725
H 2.9241 0.3512 1.6700 0.341
H 1.5138 -0.6277 2.1567 0.291
H 2.4466 -1.0658 0.7099 0.286
H 0.4948 0.3603 -1.7127 0.389
H -1.5884 1.7464 -0.1298 0.370
H -0.0681 1.1114 1.1244 0.142
H -2.5799 -1.8586 -0.3814 0.245
H -1.7216 -1.5585 -1.8967 0.299
H -2.9164 -0.3884 -1.3107 0.290
```

Computed properties:
- Electronic energy: -8864.3585 eV
- Strongest force on any atom: 4.3 eV/Å
- HOMO-LUMO gap: 9.36 eV
- Structure (SMILES): CC(=O)[C@@H]1CN1C
- HOMO: -0.31183 hartree
- ΔE to the lowest compared entry with this formula, charge and spin: 111.94 kcal/mol
- LUMO level: 0.87 eV



4.
Molecular formula: ClH6O3
Method: DFT, wB97M-V/def2-TZVPD

The geometry in XYZ format:
```
10
Properties=species:S:1:pos:R:3:mulliken_charge:R:1
Cl -0.8358 -0.4706 0.7035 -0.900
O 1.0855 0.8502 1.1279 -0.639
H 0.3552 0.8011 0.5110 0.290
H 0.6814 1.1008 1.9586 0.280
O -0.4484 0.9012 -1.2667 -0.710
H -0.1523 1.7750 -1.0116 0.293
H -0.9400 0.5839 -0.5091 0.462
O -0.0415 -2.2064 -0.5917 -0.768
H 0.8485 -1.8631 -0.6707 0.270
H -0.5526 -1.4722 -0.2512 0.424
```

Computed properties:
- Electronic energy: -18760.9614 eV
- Strongest force on any atom: 10.0 eV/Å
- HOMO-LUMO gap: 8.51 eV
- Charge: -1
- HOMO: -0.15440 hartree
- ΔE to the lowest compared entry with this formula, charge and spin: 81.31 kcal/mol
- LUMO level: 4.31 eV



5.
Molecular formula: C7H19N4OS
Method: DFT, wB97M-V/def2-TZVPD

The geometry in XYZ format:
```
32
Properties=species:S:1:pos:R:3:mulliken_charge:R:1
C -0.1286 1.1853 0.7183 -0.619
C -0.3053 2.1045 1.9223 -0.592
C -0.4661 -0.0558 2.5312 -0.162
C -1.2156 -0.8333 0.1926 0.506
C 2.5234 1.0424 -3.6428 -1.288
C -2.7721 -1.9562 1.7451 -0.940
C 1.4458 0.8064 -2.6035 -0.360
N -0.7728 -0.0349 1.1577 0.019
N -0.7717 -0.7458 -1.0317 -0.406
N 1.7036 -0.4200 -1.7940 -0.667
N -2.1318 -1.8043 0.4359 -0.220
O -0.6631 1.2169 2.9688 -0.373
S 1.3402 -0.7493 2.6504 -0.247
H -0.6027 1.7450 -0.0876 0.460
H 1.0463 1.0728 0.4835 0.154
H 0.3981 2.7223 2.3355 0.367
H -1.3130 2.8288 1.7812 0.226
H -0.9973 -0.6359 3.2261 0.641
H 2.2827 1.9742 -4.1348 0.370
H 3.4435 1.2249 -3.2721 0.426
H 2.5996 0.1133 -4.2870 0.314
H -3.2508 -1.1085 2.1984 0.369
H -3.7524 -2.4954 1.5365 0.341
H -2.0478 -2.2768 2.4900 0.310
H 1.5533 1.5763 -1.9263 0.220
H 0.4470 0.7110 -2.9188 0.490
H 0.3034 -0.7202 -1.2561 0.453
H -1.3470 -1.1975 -1.7738 0.209
H 2.6363 -0.2769 -1.3746 0.240
H 1.6732 -1.4502 -2.0489 0.330
H -2.2216 -2.5490 -0.2532 0.250
H 1.3633 -1.0141 4.0314 0.179
```

Computed properties:
- Electronic energy: -26401.7649 eV
- Strongest force on any atom: 5.3 eV/Å
- HOMO-LUMO gap: 10.02 eV
- Charge: +1
- HOMO: -0.46159 hartree
- ΔE to the lowest compared entry with this formula, charge and spin: 2.41 kcal/mol
- LUMO level: -2.54 eV



6.
Molecular formula: C2H4N2S
Method: DFT, wB97M-V/def2-TZVPD

The geometry in XYZ format:
```
9
Properties=species:S:1:pos:R:3:mulliken_charge:R:1
N -1.5640 1.6059 0.1951 -0.332
C -2.0734 0.5484 -0.0280 0.352
S -2.6953 -0.8720 -0.0221 -0.317
H -1.2285 2.3955 -0.3074 0.294
C 1.6878 -0.9900 0.2771 -0.159
N 1.6611 -0.1180 -0.6182 -0.544
H 2.6565 -1.3677 0.5796 0.248
H 0.8240 -1.4180 0.7971 0.189
H 0.7318 0.2158 -0.8733 0.268
```

Computed properties:
- Electronic energy: -15952.9530 eV
- Strongest force on any atom: 1.1 eV/Å
- HOMO-LUMO gap: 10.49 eV
- Structure (SMILES): N=C=S.C=N
- HOMO: -0.36168 hartree
- ΔE to the lowest compared entry with this formula, charge and spin: 21.44 kcal/mol
- LUMO level: 0.65 eV



7.
Molecular formula: C35H30N3O4SV
Method: DFT, wB97M-V/def2-TZVPD

The geometry in XYZ format:
```
74
Properties=species:S:1:pos:R:3:mulliken_charge:R:1
V 0.4898 0.0538 0.0131 0.538
O -1.3901 -1.1604 -0.9874 -0.433
C -2.5427 -0.9079 -0.1869 1.982
C -2.0252 -0.2348 1.1362 0.125
O -2.7101 -0.1125 2.1021 -0.460
O -0.8059 0.1704 0.9707 -0.329
C -3.2035 -2.2336 0.1333 0.311
C -2.5466 -3.1213 0.9845 -0.239
C -3.0849 -4.3715 1.2214 -1.070
C -4.2695 -4.7450 0.6024 -0.501
C -4.9157 -3.8693 -0.2551 -0.958
C -4.3892 -2.6138 -0.4916 -0.359
C -3.4767 0.1323 -0.7727 -0.121
C -4.6306 0.4621 -0.0615 -0.048
C -5.5255 1.3755 -0.5833 -1.067
C -5.2919 1.9454 -1.8276 -0.476
C -4.1569 1.5987 -2.5474 -1.186
C -3.2305 0.7171 -2.0137 -0.208
H -1.6959 -1.5147 -1.8367 0.508
H -1.6251 -2.8219 1.4723 0.430
H -2.5903 -5.0483 1.8986 0.482
H -4.6933 -5.7165 0.7957 0.436
H -5.8307 -4.1614 -0.7451 0.447
H -4.8876 -1.9371 -1.1690 0.433
H -4.8054 0.0113 0.9021 0.530
H -6.4060 1.6429 -0.0220 0.460
H -5.9985 2.6542 -2.2307 0.515
H -3.9951 2.0092 -3.5322 0.483
H -2.3301 0.4809 -2.5681 0.433
C 5.7812 -0.9014 2.7745 -1.017
C 5.9217 -0.1558 1.4496 -0.605
N 4.7699 0.7034 1.1862 0.049
C 4.9629 2.1360 1.3117 -0.902
C 4.9168 2.6138 2.7590 -0.934
C 3.5990 0.1723 0.9088 0.617
S 2.1579 1.1921 1.0857 -0.208
N 3.5141 -1.1333 0.6727 -0.173
C 2.5176 -1.7311 0.0766 0.276
O 1.5921 -1.0063 -0.4737 -0.344
C 2.3884 -3.1675 0.1136 0.619
C 1.1762 -3.7521 -0.2873 -0.349
C 0.9875 -5.1087 -0.1312 -0.796
C 2.0088 -5.8933 0.3974 -0.437
C 3.2262 -5.3255 0.7576 -0.742
C 3.4225 -3.9668 0.6215 -0.420
H 6.5975 -1.6112 2.8763 0.367
H 4.8447 -1.4478 2.8117 0.274
H 5.8149 -0.2160 3.6162 0.336
H 6.0286 -0.8727 0.6332 0.408
H 6.8087 0.4756 1.4803 0.408
H 4.1962 2.6465 0.7234 0.520
H 5.9405 2.3687 0.8825 0.415
H 3.9287 2.4619 3.1810 0.315
H 5.1460 3.6746 2.7882 0.403
H 5.6499 2.0910 3.3650 0.294
H 0.3841 -3.1330 -0.6989 0.519
H 0.0510 -5.5641 -0.4201 0.478
H 1.8601 -6.9560 0.5216 0.427
H 4.0213 -5.9449 1.1452 0.444
H 4.3565 -3.5006 0.8920 0.513
N -2.4625 8.8629 -2.2147 -0.352
C -2.0857 7.7814 -2.2042 -0.175
C -1.6215 6.4442 -2.1497 0.620
C -0.3018 6.1424 -2.5115 -0.623
C 0.1745 4.8585 -2.3842 -0.670
C -0.6566 3.8571 -1.8501 0.292
C -1.9964 4.1565 -1.5253 -0.261
C -2.4805 5.4296 -1.6983 -0.834
C -0.1782 2.5804 -1.5525 0.813
C 0.2099 1.4851 -1.1568 -0.345
H 0.3444 6.9257 -2.8751 0.508
H 1.1887 4.6224 -2.6659 0.525
H -2.6258 3.3682 -1.1432 0.586
H -3.5161 5.6542 -1.4901 0.504
```

Computed properties:
- Electronic energy: -85947.2743 eV
- Strongest force on any atom: 6.7 eV/Å
- HOMO-LUMO gap (alpha / beta): 4.89 / 4.89 eV
- Charge: +2
- HOMO (alpha / beta): -0.51482 / -0.51482 hartree
- ΔE to the lowest compared entry with this formula, charge and spin: 27.93 kcal/mol
- LUMO level (alpha / beta): -9.12 / -9.12 eV



8.
Molecular formula: C18H19NO6
Method: DFT, wB97M-V/def2-TZVPD

The geometry in XYZ format:
```
44
Properties=species:S:1:pos:R:3:mulliken_charge:R:1
C 0.4850 -2.4013 -1.5582 -0.048
C 1.1158 -1.9393 -0.6133 -0.536
C 2.2503 -1.3811 0.3078 -0.369
C 2.1754 0.2075 0.4573 -0.377
C 2.2422 0.9702 -0.9419 -0.901
N 1.2101 2.0284 -1.1133 0.116
C 1.0693 2.9657 0.0016 0.151
O 1.9045 3.7857 0.3520 -0.611
C -0.3446 2.6039 0.5418 0.142
C -1.0342 2.8918 1.8326 -0.720
C -2.4174 2.3356 2.0307 -0.575
C -3.0935 1.5028 0.9462 0.731
C -4.5110 0.8854 1.1666 -0.657
O -5.6023 1.6880 0.5844 -0.312
C -6.7059 0.7966 0.5535 0.738
C -7.1046 0.0266 -0.7593 -0.868
O -7.3290 0.5999 1.5837 -0.544
C -2.4105 1.2369 -0.3558 -0.582
C -1.0504 1.7867 -0.5390 0.576
C -0.0354 1.6747 -1.7379 0.073
O -0.2754 1.3797 -2.8995 -0.593
H -0.2896 -2.6057 -2.3344 0.379
H 2.1346 -1.8788 1.3204 0.385
H 3.2913 -1.6438 -0.0592 0.232
H 3.0786 0.5362 1.0544 0.260
H 1.2654 0.4498 1.0784 0.312
H 3.2490 1.4844 -1.0108 0.248
H 2.2201 0.2093 -1.7785 0.473
H -0.5179 3.4792 2.6349 0.349
H -2.9360 2.5526 3.0022 0.301
H -4.5147 -0.1084 0.6020 0.330
H -4.7776 0.7209 2.2558 0.308
H -7.2373 -1.0710 -0.4917 0.285
H -8.0993 0.4207 -1.1091 0.304
H -6.2985 0.0637 -1.5458 0.276
H -2.8959 0.6352 -1.1701 0.304
O 5.2290 -2.1651 0.1764 -0.685
C 6.1640 -3.0950 0.4107 -0.516
C 6.7836 -3.6288 -0.9831 -0.222
O 7.7070 -4.5665 -0.7484 -0.836
H 5.8361 -4.0068 0.9525 0.237
H 7.0397 -2.7798 1.0149 0.182
H 7.1230 -2.7152 -1.5172 0.129
H 5.9068 -3.9319 -1.5942 0.131
```

Computed properties:
- Electronic energy: -32739.8927 eV
- Strongest force on any atom: 3.2 eV/Å
- HOMO-LUMO gap: 1.57 eV
- Charge: -2
- HOMO: 0.05302 hartree
- LUMO level: 3.01 eV



electronic energy of number 5 (C7H19N4OS)?
-26401.7649 eV



Which formula does entry 2 have?
C5H7FS2



Look up the electronic energy of the second one.
-29682.6149 eV



Which value of electronic energy does entry 1 give?
-12310.0721 eV